C7H9N | ωB97M-V with the def2-TZVPD basis set

ORCA input file:
```
! RIJCOSX wB97M-V def2-TZVPD def2/J DEFGRID3
* xyz 0 1
C -1.547 -0.086 0.963
C 0.466 0.447 0.102
C -1.006 0.497 -0.351
H 2.119 1.393 -0.467
C -0.705 -0.923 1.731
H 2.054 0.081 -1.643
H 0.118 -1.458 -0.040
H 0.514 1.142 1.098
C -1.444 1.105 -1.489
H -0.947 -1.362 2.586
N 1.962 -0.925 0.466
H 2.168 -1.843 0.149
H -2.686 0.259 1.097
H -0.661 1.270 -2.348
C 1.657 0.321 -0.544
C 0.454 -0.882 0.772
H -2.517 0.964 -2.081
*
```

Computed properties:
SMILES: C=C1C=C[C@@H]2NC[C@@H]12
LUMO in eV: 0.399

And the natural (NBO) charges, in e, turn out to be:
1 C -0.214
2 C -0.277
3 C -0.021
4 H 0.211
5 C -0.168
6 H 0.224
7 H 0.159
8 H 0.217
9 C -0.420
10 H 0.219
11 N -0.606
12 H 0.359
13 H 0.223
14 H 0.207
15 C -0.241
16 C -0.088
17 H 0.215

***

C7H9N | ωB97M-V with the def2-TZVPD basis set

ORCA input file:
```
! RIJCOSX wB97M-V def2-TZVPD def2/J DEFGRID3
* xyz 0 1
H 2.321 0.165 -2.042
H -0.564 -1.638 -0.410
C 2.503 0.060 -0.981
C -1.575 -1.855 1.422
H -2.275 0.716 1.716
H 1.754 0.203 0.981
C 1.567 0.355 -0.077
C -0.844 0.324 0.485
H -1.977 -1.386 2.289
N -1.548 1.141 1.141
H 0.709 1.937 -2.138
H -1.066 1.918 -1.665
H -1.670 -2.930 1.361
H 3.475 -0.294 -0.675
C 0.225 0.832 -0.415
C -0.059 1.601 -1.460
C -0.976 -1.149 0.468
*
```

Computed properties:
SMILES: C=CC(=C)C(=N)C=C
LUMO in eV: 0.513

And the natural (NBO) charges, in e, turn out to be:
1 H 0.194
2 H 0.217
3 C -0.357
4 C -0.329
5 H 0.331
6 H 0.211
7 C -0.216
8 C 0.234
9 H 0.188
10 N -0.586
11 H 0.197
12 H 0.208
13 H 0.206
14 H 0.201
15 C -0.101
16 C -0.334
17 C -0.264

***

C7H9N | ωB97M-V with the def2-TZVPD basis set

ORCA input file:
```
! RIJCOSX wB97M-V def2-TZVPD def2/J DEFGRID3
* xyz 0 1
H -1.416 -0.018 3.122
H -0.122 -2.062 0.225
C -0.841 0.553 1.271
H -1.450 1.313 1.258
C -0.914 -0.329 2.202
H -1.545 -1.361 -1.788
H 0.511 2.074 -2.546
H 1.993 -0.798 0.607
H -0.025 0.234 0.504
C 0.154 -1.186 -0.426
N -0.453 0.310 -2.184
C -0.633 -0.808 -1.471
C 1.181 -0.375 -0.043
H -0.293 -1.191 2.209
C 0.464 1.162 -1.823
C 1.310 0.880 -0.717
H 2.080 1.601 -0.398
*
```

Computed properties:
SMILES: c1ccncc1.C=C
LUMO in eV: 0.511

And the natural (NBO) charges, in e, turn out to be:
1 H 0.189
2 H 0.240
3 C -0.393
4 H 0.180
5 C -0.418
6 H 0.205
7 H 0.212
8 H 0.255
9 H 0.208
10 C -0.249
11 N -0.417
12 C 0.039
13 C -0.255
14 H 0.167
15 C 0.037
16 C -0.228
17 H 0.228

***

Listing ΔE to the lowest compared entry with this formula, charge and spin for the structures above in their given order: 761.3, 239.9, 445.5 kJ/mol.
Listing E for the structures above in their given order: -326.60101, -326.79962, -326.72128 Ha.
Listing HOMO level for the structures above in their given order: -8.498, -9.167, -9.026 eV.